(1)
Here is a 7-piece molecular cluster, C35H53BFI2N9O5P overall at a distorted geometry from OMol25. Energies are from ωB97M-V/def2-TZVPD.

- energy above the lowest of the compared OMol25 structures with the same formula, charge and spin (kJ/mol) = 2345.45
- highest occupied orbital energy (eV) = -10.7895
- DFT total energy (a.u.) = -3294.7772
- molar mass (g/mol) = 994.46
- HOMO-LUMO gap (eV) = 6.10

```
! wB97M-V def2-TZVPD RIJCOSX def2/J DEFGRID3
* xyz 1 1
H 7.529 6.430 3.398
C 4.748 2.913 -5.422
P -0.514 1.881 -1.173
O 0.357 1.341 3.949
H 4.548 1.466 1.102
H -0.438 -3.524 5.500
H 5.072 3.121 -2.439
H 2.628 3.694 -1.357
C -4.839 -2.492 1.429
H -1.935 -1.864 -3.502
H -1.911 1.720 -0.839
C 1.625 0.892 0.121
H -2.616 1.414 -3.514
C 0.913 -1.928 -1.036
C 5.701 5.111 2.269
N -11.210 -5.039 6.030
C 0.003 -3.047 -6.924
I 2.932 -1.182 1.977
C -10.200 -4.982 5.277
C 0.131 -3.365 4.489
I -1.412 3.542 2.828
H -1.124 0.555 -4.367
C -0.565 1.482 2.999
H 2.320 -2.317 -4.450
O 3.978 3.617 0.876
H 4.843 5.749 2.784
C 7.265 5.544 2.656
H -7.949 -0.313 -1.059
C -0.103 -1.842 3.849
H -2.915 0.389 -5.073
C 4.408 2.246 -2.008
C -8.983 -4.913 4.369
H 2.975 4.136 -5.380
C -0.224 -2.071 2.209
H 2.436 -3.514 -2.921
H -4.688 -1.465 1.085
N 5.321 1.791 -5.379
N 1.321 0.033 1.367
C 0.733 -1.991 -2.699
H -0.656 -2.262 -7.305
H 1.287 -3.541 4.539
C -2.727 2.927 7.049
H -2.003 -0.234 2.639
C 5.390 3.889 1.181
H 4.412 4.898 -4.654
H -3.703 -1.212 -3.452
H -1.757 -3.241 -1.820
H -8.093 -5.241 4.914
O -0.071 3.213 -0.378
B -1.536 -1.351 -1.008
H 3.033 2.093 2.034
C -6.877 -0.103 -1.106
H 0.480 -2.954 1.819
N -5.491 -2.409 -1.810
H -1.819 0.922 1.185
H 2.039 -1.653 -0.886
F -1.605 -2.675 2.067
H 4.275 4.760 -6.424
C 2.253 -2.390 -3.275
C 4.998 0.861 -2.074
C 6.699 3.147 0.529
H -9.128 -5.562 3.501
H 0.043 -2.868 -3.052
N -7.066 -2.618 3.090
H -1.370 1.264 7.230
H 6.572 2.278 -0.245
C -0.628 -3.709 -5.709
H 4.377 -0.135 -1.968
H 9.679 5.127 2.266
C 2.870 2.545 -1.421
N 2.638 1.812 -0.082
H 0.497 -0.948 -3.174
N -3.446 3.831 7.555
H 2.148 2.117 -2.270
O -2.556 -0.613 -1.754
H -3.949 -2.820 1.974
C 3.636 2.193 1.008
C 8.279 3.546 0.902
O -1.792 -2.833 -0.896
C -6.119 -1.364 -1.491
H -2.479 1.161 5.841
H 0.165 -3.790 -7.711
C -2.251 0.430 -4.082
H -6.699 0.680 -1.848
C -6.056 -2.561 2.337
H -0.414 2.199 -2.589
H -6.540 0.250 -0.128
C -1.171 0.339 2.003
H -4.984 -3.141 0.561
H 6.172 0.723 -2.227
C 4.057 4.266 -5.473
C -1.861 1.837 6.439
H -0.288 -4.156 3.701
H 0.782 -3.009 -0.545
H 3.106 -1.756 -2.784
C -0.134 -0.814 -0.343
N 0.519 0.473 -0.871
H -1.131 -1.465 4.308
H -1.098 2.284 5.796
C -0.050 -0.677 1.329
N -1.151 -4.257 -4.701
C 8.584 4.778 1.978
H -8.832 -3.886 4.026
H 0.821 -1.212 4.181
H 9.165 2.939 0.386
C -2.572 -0.933 -3.190
H 0.964 -2.604 -6.650
*
```



(2)
Here is C35H53BN5O2Re as an isolated structure from OMol25. Energies are from ωB97M-V/def2-TZVPD.

- energy above the lowest of the compared OMol25 structures with the same formula, charge and spin (kJ/mol) = 40.91
- highest occupied orbital energy (spin up / spin down) (eV) = -16.2867 / -16.2878
- DFT total energy (a.u.) = -1891.9072
- molar mass (g/mol) = 772.86
- HOMO-LUMO gap (spin up / spin down) (eV) = 7.92 / 5.65

```
! wB97M-V def2-TZVPD RIJCOSX def2/J DEFGRID3
* xyz 3 4
H -3.234 3.888 -1.581
H 5.633 -2.359 -0.379
C -5.316 0.896 -0.427
C -3.049 -1.963 -1.455
C 0.923 1.354 4.670
C 3.393 1.334 -1.994
C 2.918 1.715 1.660
H -3.013 2.845 1.047
H 2.792 3.432 0.391
C 3.518 -2.688 -0.393
H 1.440 0.830 5.473
H 5.466 -0.063 -1.233
H 3.606 -3.710 -0.050
N -1.301 0.358 -1.535
C -1.582 3.162 -2.666
C 2.156 2.231 -1.907
H -2.627 -2.664 0.570
H 3.096 0.705 -4.057
H -1.762 4.779 -0.100
N 2.105 0.655 1.712
H 4.971 1.926 1.962
H -0.330 -0.655 5.505
H 1.696 -3.871 1.399
H 1.486 3.285 1.581
C 1.033 -3.041 -0.502
H -4.245 -3.088 -0.017
N -2.002 3.069 1.093
C -0.924 -0.030 -2.758
H 1.639 1.911 4.078
H -3.404 -3.377 -3.057
C -2.442 3.158 -1.402
H 1.344 -4.045 -2.412
H -1.866 3.736 1.860
O 0.286 0.383 3.810
H 2.457 3.268 -2.057
C 4.662 -1.932 -0.583
H -4.948 2.998 -0.576
H -1.987 -1.950 -1.712
C 1.134 -4.295 -1.372
C -1.298 1.848 1.387
C -0.702 -0.394 4.513
C 2.553 3.134 1.414
H 3.102 3.789 2.090
H 1.928 -4.957 -1.025
H 5.080 -0.580 2.374
C 2.898 -0.444 2.017
H 4.781 0.673 -3.547
H -2.143 2.775 -3.514
O -1.304 -1.199 2.349
C -3.202 -2.961 -0.309
H -3.770 -1.708 -3.507
C -4.819 -0.368 -0.675
C 4.564 -0.637 -1.060
Re -0.040 0.654 1.596
C -4.515 2.008 -0.655
H 0.012 -2.185 3.560
H 0.149 -2.489 -0.832
H 3.992 2.212 -3.887
C -2.729 -1.039 2.217
H 1.640 2.158 -0.942
H -4.868 -2.603 -2.465
H -0.018 -4.112 1.066
N 0.881 -0.345 -1.477
C 0.421 -0.455 -2.718
C 2.200 -0.842 -1.139
H -1.667 -2.274 4.115
H -0.666 2.587 -2.547
H -1.609 0.206 4.622
H -6.342 1.025 -0.111
H 2.492 -1.434 2.116
H 0.172 2.027 5.084
C 2.260 -2.160 -0.668
C -3.501 -0.561 -1.093
H -2.923 -0.649 1.222
C 4.179 -0.039 2.149
N 4.167 1.317 1.920
H -3.111 -0.341 2.965
C -0.915 -1.620 3.668
H 4.193 1.848 -1.449
H -5.468 -1.226 -0.563
H -1.585 -0.022 -3.611
C -3.194 1.873 -1.079
H 1.436 2.004 -2.696
B -0.177 0.197 -0.584
H -0.542 3.511 -0.350
C 3.846 1.223 -3.456
C -3.816 -2.436 -2.696
H 0.555 -2.524 1.556
C 3.333 -0.055 -1.369
H 1.010 -0.854 -3.530
H -3.210 -2.010 2.340
H 0.202 -4.856 -1.335
C -1.607 3.710 -0.230
C -2.696 0.574 -1.230
H -2.839 -3.938 -0.629
C 0.809 -3.409 0.964
H -1.298 4.186 -2.911
*
```



(3)
Here is C35H54Cl36INOS as an isolated structure at a distorted geometry from OMol25. Energies are from ωB97M-V/def2-TZVPD.

- highest occupied orbital energy (eV) = -6.8201
- DFT total energy (a.u.) = -18757.8400
- molar mass (g/mol) = 1940.10
- HOMO-LUMO gap (eV) = 7.10

```
! wB97M-V def2-TZVPD RIJCOSX def2/J DEFGRID3
* xyz 0 1
Cl -2.706 -6.830 1.253
Cl 5.966 -0.940 3.147
C 1.580 -0.848 1.495
H 1.143 -2.515 8.591
C 0.647 0.103 4.066
Cl -10.145 1.199 8.525
Cl -4.277 -1.660 -3.791
Cl -7.468 0.066 8.295
C 0.427 -0.112 2.433
C -0.401 7.454 -5.145
H 2.904 0.854 -10.007
H 7.430 -0.867 -1.917
C -8.451 1.352 9.007
C 3.091 -3.310 0.105
Cl -1.656 3.191 -2.332
H -1.696 -0.603 -2.357
S 4.218 -2.260 1.237
C 2.443 -5.727 -1.246
H -0.921 1.153 -2.788
H -0.159 0.111 7.139
H -0.564 0.299 1.965
H -4.782 6.338 -1.361
H 6.145 -7.211 -3.348
C 6.954 0.002 4.270
H 2.843 2.620 -10.274
Cl -1.871 3.316 5.159
Cl -2.085 2.456 -5.121
Cl -4.644 3.552 8.740
Cl 0.805 2.183 4.929
C 1.330 11.193 -4.127
H 4.144 -1.576 4.413
C 7.612 -1.591 -1.120
Cl 3.715 2.066 -8.150
H 0.203 4.436 5.303
Cl -4.606 5.460 -3.546
H 0.294 -1.625 6.385
C 1.713 -2.507 -0.402
C 3.464 -4.856 -0.303
H -0.313 -2.971 -1.746
H 0.331 -2.480 -9.917
H 7.359 0.871 3.745
Cl -5.344 -6.394 -2.960
Cl 9.180 -2.362 -1.389
H -3.127 4.183 -3.891
Cl 2.312 9.907 -4.839
C 1.562 -5.110 -5.758
Cl -1.875 4.653 1.876
Cl 0.737 6.103 -5.215
C 1.053 -4.983 -1.732
H 2.765 -6.823 -1.520
I 3.742 -1.349 7.448
H -3.880 0.311 -5.030
C -0.780 -0.013 -2.786
H -4.289 -8.357 -3.740
C -2.195 -5.896 -0.159
H -0.615 -0.338 -3.917
H 1.397 11.130 -3.038
Cl -0.364 11.040 -4.609
H -0.698 7.722 -6.162
Cl 4.489 -6.365 -1.893
Cl -0.317 -3.170 -7.754
Cl 3.092 -5.190 -6.640
H 6.165 -8.022 -1.756
N 1.488 -1.069 0.003
H -0.327 -1.437 9.080
C -4.142 -7.286 -3.900
Cl -0.600 -5.178 0.097
H -8.070 2.319 8.669
C 2.115 -0.189 6.507
Cl 5.997 0.557 5.648
H -4.271 -7.051 -4.959
C 0.247 -0.465 -0.613
Cl -2.500 -6.851 -3.410
Cl 1.637 -1.133 -8.483
H -2.920 -5.099 -0.340
C 2.017 -0.418 4.863
H -8.384 1.289 10.096
H 0.021 0.641 -0.223
C 3.155 -1.161 3.944
C 3.440 1.796 -9.875
Cl -4.441 1.103 -2.877
C -3.340 4.746 8.738
H 1.396 -0.729 9.365
Cl -5.417 2.147 4.586
H 1.613 -3.414 -9.093
H -0.198 2.995 2.013
C 0.692 -3.415 -1.342
H 7.773 -0.623 4.634
Cl 4.970 1.716 -10.758
H 7.628 -1.080 -0.154
C -5.175 5.456 -1.872
H 1.710 12.160 -4.465
Cl 4.565 -8.961 -3.217
H -0.746 -1.073 -0.389
Cl -3.893 1.095 6.837
Cl -1.772 3.975 8.468
C -5.378 0.954 5.889
C 2.934 -1.362 2.332
H -0.168 0.628 4.723
Cl 1.836 -4.840 -4.033
Cl -4.632 4.006 -1.020
H -0.218 3.806 0.421
Cl 6.308 -2.785 -1.118
C 0.852 -2.640 -8.970
C -4.597 0.014 -4.261
C -0.837 3.383 1.216
H -3.324 5.257 9.703
H -0.110 3.406 6.730
H 0.964 -4.286 -6.156
H -6.267 5.483 -1.868
C 0.654 -0.744 7.101
H 2.298 0.935 6.807
H 1.025 -6.053 -5.890
C -0.177 3.469 5.641
H -5.613 0.085 -4.657
H -2.152 -6.559 -1.027
C 5.526 -7.635 -2.553
O 0.484 -0.292 -2.085
H -3.522 5.470 7.940
C -2.116 3.770 -3.938
H -1.414 4.547 -4.251
H -5.429 -0.048 5.456
Cl -1.799 2.056 0.552
H -6.236 1.116 6.546
H 0.087 8.307 -4.667
C 0.767 -1.384 8.608
Cl -1.844 7.023 -4.219
H 4.492 -5.281 0.114
H 0.312 -5.635 -2.385
*
```